1.
Below is C28H39O7PSi4Zn as an isolated structure in a non-equilibrium geometry, with properties calculated with ωB97M-V/def2-TZVPD.

Each line ends with the Mulliken charge.
CARTESIAN COORDINATES (ANGSTROEM)
1 Zn 0.17 0.26 0.20  1.334
2 O 3.66 1.51 -1.58  -0.734
3 C 2.80 1.62 -0.72  -0.012
4 O 2.21 0.63 -0.03  -0.520
5 C 2.29 2.95 -0.21  -0.878
6 P 0.48 2.82 -0.21  1.017
7 C -0.06 3.56 -1.80  0.538
8 C 0.77 3.57 -2.95  -0.503
9 C 0.36 4.35 -4.04  -0.510
10 C -0.86 5.04 -4.02  -0.591
11 C -1.67 4.95 -2.90  -0.445
12 C -1.30 4.19 -1.80  -0.660
13 C 0.04 4.16 0.95  -0.085
14 C 0.67 5.40 0.89  -0.454
15 C 0.27 6.42 1.78  -0.568
16 C -0.80 6.23 2.65  -0.570
17 C -1.43 4.99 2.66  -0.469
18 C -1.01 3.96 1.86  0.101
19 H 2.73 3.78 -0.75  0.522
20 H 2.66 3.01 0.83  0.450
21 H 1.71 3.00 -2.96  0.367
22 H 0.97 4.37 -4.93  0.400
23 H -1.18 5.71 -4.81  0.330
24 H -2.61 5.48 -2.80  0.379
25 H -1.93 4.16 -0.91  0.334
26 H 1.53 5.56 0.20  0.232
27 H 0.79 7.39 1.74  0.328
28 H -1.12 6.99 3.34  0.395
29 H -2.27 4.85 3.35  0.440
30 H -1.51 2.99 1.90  0.207
31 O -4.28 0.98 4.39  -0.681
32 C -3.49 0.60 3.54  0.261
33 C -1.98 0.27 3.75  -0.006
34 O -1.44 0.02 4.81  -0.749
35 C -1.42 0.33 2.41  1.373
36 C -2.34 0.45 1.38  1.160
37 O -2.00 0.50 0.14  -1.021
38 C -3.69 0.44 2.02  0.001
39 O -4.79 0.38 1.44  -0.753
40 O -0.14 0.21 2.15  -1.029
41 C 2.95 -2.18 2.08  -1.038
42 Si 1.35 -3.06 1.80  0.565
43 C 1.68 -4.91 1.69  -1.385
44 C 0.25 -2.94 3.28  -0.534
45 Si 0.26 -2.10 -0.11  -0.552
46 Si 1.78 -2.58 -1.95  0.601
47 C 1.07 -1.75 -3.48  -1.042
48 C 1.90 -4.42 -2.07  -1.499
49 C 3.45 -1.82 -1.69  -0.665
50 Si -1.73 -3.29 -0.70  0.720
51 C -2.80 -2.22 -1.78  -0.983
52 C -2.72 -3.58 0.86  -1.039
53 C -1.46 -4.97 -1.44  -1.075
54 H 3.04 -2.17 3.21  0.333
55 H 3.04 -1.14 1.78  0.184
56 H 3.79 -2.83 1.73  0.221
57 H 2.11 -5.13 2.68  0.362
58 H 2.46 -5.23 1.02  0.351
59 H 0.78 -5.54 1.55  0.269
60 H 0.95 -3.03 4.17  0.308
61 H -0.39 -3.81 3.36  0.253
62 H -0.27 -2.00 3.36  -0.195
63 H 0.25 -2.30 -3.91  0.308
64 H 1.90 -1.67 -4.23  0.363
65 H 0.73 -0.72 -3.26  0.146
66 H 1.55 -4.96 -1.19  0.353
67 H 2.94 -4.70 -2.33  0.385
68 H 1.32 -4.85 -2.91  0.464
69 H 3.42 -0.77 -1.45  0.086
70 H 3.87 -1.97 -2.71  0.323
71 H 4.06 -2.41 -0.97  0.184
72 H -3.10 -1.31 -1.22  0.206
73 H -3.70 -2.86 -1.98  0.349
74 H -2.38 -1.96 -2.77  0.227
75 H -2.64 -2.77 1.59  0.185
76 H -2.37 -4.50 1.37  0.308
77 H -3.80 -3.73 0.53  0.293
78 H -0.59 -5.01 -2.12  0.124
79 H -2.38 -5.18 -2.03  0.336
80 H -1.39 -5.75 -0.69  0.269

## Properties
HOMO   -1.3433 eV
Lowest unoccupied orbital energy   4.14 eV
Charge   -2
Max |F|   3.2 eV/A
2S+1   1
Orbital gap   5.5 eV
Energy relative to the best compared isomer or geometry (same formula, charge and spin)   0.000 eV



2.
Below is a single C5H9NO2 molecule in a non-equilibrium geometry, with properties calculated with ωB97M-V/def2-TZVPD.

Each line ends with the Mulliken charge.
CARTESIAN COORDINATES (ANGSTROEM)
1 C -1.55 -0.29 -1.10  -1.145
2 C -0.04 -0.50 -0.64  -0.109
3 C 0.05 -1.75 0.36  0.131
4 O 0.95 -1.84 1.11  -0.433
5 N 0.29 0.72 0.05  0.068
6 C 1.72 1.02 0.00  -1.030
7 C -0.33 0.94 1.27  -0.062
8 O -1.19 0.13 1.70  -0.540
9 H -1.52 0.02 -2.11  0.357
10 H -2.00 -1.30 -1.00  0.295
11 H -2.14 0.41 -0.41  0.290
12 H 0.60 -0.71 -1.50  0.524
13 H -0.97 -2.26 0.42  0.183
14 H 2.43 0.19 0.29  0.292
15 H 1.82 1.57 -0.99  0.343
16 H 2.09 1.79 0.69  0.386
17 H -0.20 1.85 1.85  0.449

## Properties
HOMO   -9.1347 eV
Lowest unoccupied orbital energy   0.89 eV
Charge   0
SMILES   C[C@H](C=O)N(C)C=O
Max |F|   4.3 eV/A
2S+1   1
Orbital gap   10.0 eV
Energy relative to the best compared isomer or geometry (same formula, charge and spin)   2.235 eV